Below is a structure of composition C22H20F12N2O8OsP2Te in a non-equilibrium geometry, with properties calculated with ωB97M-V/def2-TZVPD.

Summary:
E_HOMO (spin up / spin down) ... -0.0381 / -0.0686 hartree
E ... -3801.9076 hartree
Orbital gap (spin up / spin down) ... 5.439 / 6.247 eV

```
! RIJCOSX wB97M-V def2-TZVPD def2/J DEFGRID3
* xyz -2 5
Os -1.414 -1.073 -0.381
C 3.519 0.440 4.574
C 2.759 0.157 3.299
C 3.169 0.657 2.072
C 2.533 0.331 0.938
C 1.371 -0.476 0.901
N 0.685 -0.687 -0.271
C 1.445 -0.828 -1.384
C 2.613 -1.567 -1.334
C 3.544 -1.659 -2.375
C 3.233 -1.059 -3.603
C 4.263 -1.073 -4.728
C 2.008 -0.386 -3.654
C 1.092 -0.305 -2.613
C -0.200 0.510 -2.771
O -1.232 0.068 -2.025
C 0.127 1.950 -2.469
F 0.764 2.067 -1.288
F -0.933 2.743 -2.383
F 0.927 2.497 -3.392
C -0.730 0.355 -4.228
F -0.650 -0.903 -4.612
F -0.111 1.075 -5.167
F -2.002 0.681 -4.300
C 0.954 -1.077 2.144
C 1.689 -0.694 3.287
C -0.136 -2.149 2.109
O -1.342 -1.941 1.450
C -0.501 -2.583 3.575
F 0.510 -3.176 4.258
F -0.877 -1.523 4.300
F -1.539 -3.436 3.607
C 0.481 -3.408 1.463
F 1.645 -3.784 2.105
F 0.823 -3.364 0.201
F -0.401 -4.422 1.536
H 4.611 0.567 4.412
H 3.313 -0.358 5.323
H 3.185 1.403 5.058
H 3.974 1.281 1.897
H 2.883 0.827 0.031
H 2.694 -2.037 -0.375
H 4.471 -2.157 -2.278
H 5.240 -0.898 -4.298
H 4.016 -0.181 -5.300
H 4.246 -1.960 -5.374
H 1.687 -0.033 -4.614
H 1.406 -1.088 4.231
N -2.971 3.240 0.255
C -3.729 2.125 0.849
C -4.865 2.639 1.793
P -4.427 1.118 -0.542
O -3.364 1.506 -1.682
O -5.702 1.841 -0.893
O -4.315 -0.269 -0.092
P -2.393 1.330 1.820
O -3.151 0.113 2.558
O -1.928 2.426 2.686
O -1.514 0.819 0.717
H -3.642 3.961 -0.044
H -2.485 2.891 -0.595
H -2.300 3.583 1.001
H -5.593 3.236 1.201
H -4.569 3.263 2.671
H -5.454 1.804 2.141
H -2.739 0.784 -1.921
H -2.658 -0.654 2.235
Te -2.018 -3.080 -1.712
*
```

Löwdin atomic charge list, values in e, 2 entries: number 1, Os, carries 1.157; number 2, C, carries -0.073

Below is an isolated molecule of C22H20IN3O2 in a non-equilibrium geometry, with properties calculated with ωB97M-V/def2-TZVPD.

Summary:
SMILES ... Cc1nc2ccc(I)cn2c(=O)c1CCN1CCc2oc3ccccc3c2C1
E_HOMO ... -0.2903 hartree
E ... -1462.6771 hartree
Orbital gap ... 7.400 eV

```
! RIJCOSX wB97M-V def2-TZVPD def2/J DEFGRID3
* xyz 0 1
C 1.566 1.670 2.619
C 2.028 1.449 1.157
N 1.431 2.374 0.343
C 1.410 2.247 -1.003
C 0.598 3.055 -1.891
C 0.411 2.717 -3.199
C 0.974 1.461 -3.719
I 0.337 0.603 -5.646
C 1.691 0.668 -2.879
N 1.969 1.071 -1.559
C 2.907 0.273 -0.792
O 3.440 -0.649 -1.376
C 2.777 0.364 0.664
C 3.337 -0.877 1.580
C 2.342 -2.092 1.358
N 1.046 -1.903 1.919
C 0.690 -2.539 3.185
C -0.132 -1.643 4.084
C -1.230 -0.912 3.329
O -2.254 -0.181 3.929
C -2.878 0.400 2.850
C -3.967 1.239 2.704
C -4.384 1.712 1.489
C -3.616 1.541 0.246
C -2.554 0.703 0.361
C -2.160 0.182 1.615
C -1.119 -0.707 2.000
C -0.002 -1.358 1.035
H 1.780 2.672 2.928
H 2.122 0.964 3.338
H 0.466 1.510 2.544
H 0.152 3.938 -1.582
H -0.029 3.527 -3.815
H 1.818 -0.495 -3.110
H 3.361 -0.692 2.619
H 4.412 -1.288 1.285
H 2.081 -2.403 0.354
H 2.802 -2.960 1.873
H 0.090 -3.432 3.045
H 1.626 -2.664 3.701
H -0.504 -2.178 4.908
H 0.494 -0.859 4.544
H -4.534 1.414 3.593
H -5.308 2.278 1.516
H -3.934 1.926 -0.716
H -1.895 0.714 -0.514
H -0.471 -2.005 0.333
H 0.443 -0.496 0.420
*
```

Löwdin atomic charge list, values in e, 2 entries: number 1, C, carries -0.007; number 2, C, carries -0.269

Below is a structure of composition C22H20LiN4O5 in a non-equilibrium geometry, with properties calculated with ωB97M-V/def2-TZVPD.

Summary:
E_HOMO ... -0.0366 hartree
E ... -1452.8308 hartree
Orbital gap ... 1.999 eV

```
! RIJCOSX wB97M-V def2-TZVPD def2/J DEFGRID3
* xyz -1 1
Li 0.214 1.362 -1.831
C 3.574 1.561 -4.141
O 3.440 1.774 -2.926
O 2.734 1.045 -4.873
O 4.509 2.085 -4.691
C 3.059 -4.961 2.284
C 3.823 -5.933 2.968
C 5.211 -5.845 3.054
C 5.882 -4.729 2.482
C 5.098 -3.761 1.802
C 3.729 -3.865 1.717
N 7.371 -4.709 2.559
O 7.877 -5.449 3.343
O 8.018 -3.966 1.782
H 1.998 -5.139 2.191
H 3.371 -6.719 3.555
H 5.689 -6.562 3.705
H 5.491 -2.832 1.416
H 3.134 -3.069 1.296
N -2.249 -2.453 -1.407
C -2.428 -3.271 -2.444
C -3.246 -4.361 -2.411
C -3.925 -4.725 -1.274
C -3.749 -3.938 -0.135
C -2.846 -2.891 -0.209
H -1.905 -2.977 -3.342
H -3.373 -4.879 -3.350
H -4.531 -5.616 -1.207
H -4.278 -4.128 0.787
H -2.792 -2.259 0.665
N -0.871 3.085 2.381
C 0.196 3.471 3.105
C 0.095 4.054 4.350
C -1.087 4.212 5.014
C -2.236 3.796 4.310
C -2.084 3.305 2.944
H 1.117 3.299 2.567
H 1.079 4.406 4.622
H -1.012 4.483 6.057
H -3.201 3.820 4.794
H -2.877 3.094 2.242
N -2.510 4.193 -3.511
C -3.926 4.079 -3.586
C -4.710 5.152 -4.036
C -4.121 6.342 -4.315
C -2.729 6.480 -4.328
C -1.957 5.399 -3.918
H -4.370 3.167 -3.216
H -5.787 5.151 -4.121
H -4.716 7.220 -4.520
H -2.283 7.445 -4.516
H -0.915 5.558 -3.684
*
```

Löwdin atomic charge list, values in e, 2 entries: number 1, Li, carries 0.470; number 2, C, carries -1.215

Below is an isolated molecule of C22H20N2O3S, with properties calculated with ωB97M-V/def2-TZVPD.

Summary:
SMILES ... COc1ccc(OCC(=O)NC(=S)Nc2ccc3c4c(cccc24)CC3)cc1
E_HOMO ... -0.2818 hartree
E ... -1583.7941 hartree
Orbital gap ... 7.953 eV

```
! RIJCOSX wB97M-V def2-TZVPD def2/J DEFGRID3
* xyz 0 1
C 1.495 2.277 -1.833
O 1.398 2.260 -0.429
C 0.160 2.192 0.131
C -1.040 2.273 -0.565
C -2.242 2.121 0.104
C -2.266 1.882 1.471
O -3.496 1.602 2.065
C -3.482 0.446 2.883
C -2.645 -0.624 2.186
O -1.684 -1.162 2.698
N -3.029 -0.822 0.891
C -2.201 -1.128 -0.195
S -2.858 -0.899 -1.686
N -0.956 -1.508 0.111
C 0.190 -1.465 -0.692
C 0.164 -1.719 -2.047
C 1.309 -1.619 -2.858
C 2.496 -1.259 -2.285
C 2.531 -1.022 -0.900
C 3.814 -0.657 -0.460
C 4.008 -0.390 0.865
C 2.909 -0.495 1.737
C 1.652 -0.847 1.311
C 1.418 -1.122 -0.053
C 4.746 -0.640 -1.639
C 3.871 -1.048 -2.851
C -1.070 1.866 2.180
C 0.127 2.026 1.517
H 1.076 3.197 -2.255
H 2.560 2.234 -2.052
H 0.998 1.410 -2.279
H -1.060 2.425 -1.632
H -3.172 2.160 -0.442
H -3.057 0.643 3.875
H -4.524 0.135 2.997
H -3.898 -0.388 0.595
H -0.769 -1.564 1.113
H -0.766 -2.000 -2.511
H 1.223 -1.825 -3.914
H 4.974 -0.101 1.252
H 3.066 -0.286 2.786
H 0.854 -0.901 2.037
H 5.572 -1.337 -1.490
H 5.178 0.353 -1.774
H 3.861 -0.272 -3.619
H 4.240 -1.963 -3.319
H -1.069 1.710 3.248
H 1.063 2.000 2.051
*
```

Löwdin atomic charge list, values in e, 2 entries: number 1, C, carries -0.075; number 2, O, carries -0.080

Below is a structure of composition C22H20N7OPd, with properties calculated with ωB97M-V/def2-TZVPD.

Summary:
E_HOMO (spin up / spin down) ... -0.4066 / -0.4066 hartree
E ... -1436.4513 hartree
Orbital gap (spin up / spin down) ... 8.475 / 6.134 eV

```
! RIJCOSX wB97M-V def2-TZVPD def2/J DEFGRID3
* xyz 1 3
Pd 0.225 -0.030 -2.037
C 0.287 1.517 0.706
N 0.280 1.860 -0.704
C 1.540 2.457 -1.162
C 2.655 1.444 -1.335
C 3.950 1.740 -0.952
C 4.957 0.818 -1.199
C 4.635 -0.376 -1.818
C 3.314 -0.605 -2.162
N 2.345 0.282 -1.933
C -0.942 2.560 -1.114
C -2.111 1.634 -1.407
C -3.404 2.053 -1.159
C -4.468 1.259 -1.565
C -4.202 0.062 -2.200
C -2.882 -0.308 -2.384
N -1.856 0.453 -2.002
C 0.360 -0.819 1.059
C 0.636 -2.403 2.886
C 0.602 -3.557 2.214
C -0.069 -3.773 0.956
C -0.266 -2.833 0.015
N 0.228 -1.537 0.025
H 0.749 2.312 1.302
H -0.748 1.372 1.026
H 1.352 2.903 -2.140
H 1.876 3.260 -0.494
H 4.164 2.682 -0.466
H 5.977 1.031 -0.908
H 5.384 -1.125 -2.030
H 3.011 -1.530 -2.634
H -1.256 3.309 -0.378
H -0.717 3.105 -2.032
H -3.574 3.000 -0.664
H -5.487 1.574 -1.382
H -4.994 -0.596 -2.527
H -2.629 -1.252 -2.845
H 1.177 -2.320 3.821
H 1.103 -4.408 2.660
H -0.366 -4.784 0.707
H -0.735 -3.106 -0.921
N 0.221 -0.135 3.490
C -0.110 -1.141 2.497
O 1.063 0.349 0.947
C -1.614 -1.344 2.587
C -2.478 -1.431 1.486
N -3.187 -1.495 0.575
C -2.206 -1.428 3.858
N -2.703 -1.508 4.898
H -0.297 0.726 3.366
H 1.211 0.079 3.476
*
```

Löwdin atomic charge list, values in e, 2 entries: number 1, Pd, carries 0.737; number 2, C, carries -0.159